(1)
{"formula": "C14H36KN2O5", "method": "wB97M-V/def2-TZVPD", "total_charge": 1, "homo_energy_ev": -11.166, "lumo_energy_ev": -2.9, "elements": ["K", "C", "O", "C", "C", "N", "C", "C", "O", "C", "H", "H", "H", "H", "H", "H", "H", "H", "H", "H", "H", "H", "H", "H", "H", "C", "O", "C", "C", "N", "C", "C", "O", "C", "H", "H", "H", "H", "H", "H", "H", "H", "H", "H", "H", "H", "H", "H", "H", "C", "C", "O", "H", "H", "H", "H", "H", "H"], "xyz": [[-1.8219, -0.5475, -0.7208], [0.0519, -1.2748, -3.1516], [0.3666, -0.3727, -2.1251], [1.0049, 0.8214, -2.6789], [1.3903, 1.6557, -1.4320], [2.4973, 2.6994, -1.4992], [3.8324, 2.1489, -1.4697], [4.8403, 3.3246, -1.5052], [4.8169, 4.0434, -0.2770], [4.2920, 5.3425, -0.3151], [0.9236, -1.8280, -3.5013], [-0.6085, -0.9077, -3.9373], [-0.4997, -2.1179, -2.7356], [0.3936, 1.4931, -3.2817], [1.9573, 0.6205, -3.1694], [1.6641, 1.1523, -0.5048], [0.5101, 2.2521, -1.1921], [2.2678, 3.3660, -2.2225], [4.1079, 1.5051, -2.3050], [3.9682, 1.6818, -0.4943], [4.6846, 3.9336, -2.3958], [5.8570, 2.9644, -1.6621], [3.3108, 5.2084, -0.7705], [4.7585, 6.0565, -0.9939], [4.1549, 5.8951, 0.6144], [-0.5439, -3.9180, -0.8184], [-0.1592, -2.6285, -0.4011], [0.9770, -2.6349, 0.4943], [1.4458, -1.1920, 1.0264], [0.2904, -0.2577, 1.3797], [-0.5782, -0.6802, 2.4790], [-1.4769, 0.5189, 2.7733], [-2.1902, 1.0409, 1.6730], [-3.3964, 1.7571, 2.0819], [0.1664, -4.5505, -1.3508], [-1.4159, -3.7765, -1.4569], [-0.8154, -4.5014, 0.0614], [1.7913, -3.0425, -0.1047], [0.8433, -3.3322, 1.3213], [1.9327, -0.7682, 0.1481], [2.1842, -1.3342, 1.8154], [0.7451, 0.6370, 1.4930], [-0.1366, -0.8996, 3.4511], [-1.1205, -1.5799, 2.1880], [-0.8794, 1.2629, 3.3000], [-2.0859, 0.1299, 3.5893], [-3.2787, 2.8148, 2.3174], [-3.8955, 1.2351, 2.8983], [-4.0512, 1.7017, 1.2123], [-5.1987, -3.4869, 1.7909], [-4.7160, -2.1588, 1.2814], [-3.4918, -2.3418, 0.6910], [-4.5761, -3.8468, 2.6100], [-5.3280, -4.3052, 1.0826], [-6.1648, -3.3396, 2.2737], [-4.6173, -1.5072, 2.1496], [-5.3526, -1.6914, 0.5302], [-3.6279, -2.4406, -0.2542]]}

(2)
{"formula": "C28H30BCl2CoN10O4S", "method": "wB97M-V/def2-TZVPD", "total_charge": 2, "homo_energy_ev": -14.357, "lumo_energy_ev": -7.4, "elements": ["Co", "C", "C", "N", "C", "C", "N", "C", "C", "C", "C", "C", "N", "C", "C", "N", "C", "C", "N", "C", "C", "C", "N", "C", "C", "H", "H", "H", "H", "H", "H", "H", "H", "H", "H", "H", "H", "C", "C", "S", "O", "O", "C", "C", "N", "C", "N", "C", "C", "N", "O", "O", "C", "H", "H", "H", "H", "H", "H", "H", "H", "H", "H", "H", "H", "H", "B", "C", "N", "H", "H", "H", "Cl", "C", "Cl", "H", "H"], "xyz": [[-0.3872, -0.1101, -0.1196], [-1.3303, 2.9775, 2.7036], [-0.8487, 2.4057, 1.5281], [-0.6053, 1.1026, 1.4684], [-0.8299, 0.3584, 2.5785], [-1.3233, 0.9519, 3.7259], [-1.5787, 2.2544, 3.7833], [-0.3251, -1.0231, 2.4544], [-0.1296, -2.0043, 3.3992], [0.7287, -3.0743, 3.0866], [1.4922, -3.0185, 1.9103], [1.2309, -2.0137, 0.9999], [0.2240, -1.1773, 1.2470], [2.0095, -1.5156, -0.1502], [3.1432, -2.0911, -0.6818], [3.8560, -1.4851, -1.6306], [3.4424, -0.3026, -2.0416], [2.2809, 0.2944, -1.5409], [1.5729, -0.3087, -0.6031], [0.8833, -4.1893, 4.0388], [2.1232, -4.7604, 4.3017], [2.1856, -5.8097, 5.2075], [1.1175, -6.3083, 5.8213], [-0.0653, -5.7652, 5.5558], [-0.2390, -4.6998, 4.6839], [-1.5175, 4.0426, 2.7556], [-0.6615, 3.0058, 0.6478], [-1.5207, 0.3634, 4.6111], [-0.5780, -1.9338, 4.3797], [2.2700, -3.7476, 1.7295], [3.4912, -3.0596, -0.3440], [4.0285, 0.2018, -2.7996], [1.9380, 1.2513, -1.9055], [3.0327, -4.3853, 3.8502], [3.1373, -6.2667, 5.4501], [-0.9182, -6.2023, 6.0615], [-1.2315, -4.3127, 4.4842], [-5.6844, -3.5489, 5.6730], [-4.8229, -2.3343, 5.3574], [-4.1234, -2.3601, 3.7301], [-3.3661, -1.1353, 3.5286], [-3.4215, -3.6070, 3.5188], [-5.5289, -2.3137, 2.6311], [-5.1386, -2.4445, 1.1624], [-4.1951, -1.4069, 0.7101], [-2.8845, -1.6195, 0.4853], [-2.2877, -0.4553, 0.1859], [-3.2471, 0.5225, 0.2089], [-4.4203, -0.0598, 0.5314], [-5.6897, 0.6141, 0.6519], [-6.6575, -0.0557, 0.9525], [-5.6716, 1.8049, 0.4509], [-2.2802, -2.9771, 0.5198], [-5.8917, -3.5677, 6.7412], [-5.1714, -4.4729, 5.4110], [-6.6429, -3.5121, 5.1572], [-3.9379, -2.2811, 5.9970], [-5.3558, -1.3863, 5.4454], [-6.0669, -1.3877, 2.8277], [-6.1675, -3.1585, 2.8910], [-6.0371, -2.3818, 0.5557], [-4.6653, -3.4042, 0.9767], [-3.0665, 1.5591, -0.0076], [-2.6357, -3.5581, -0.3353], [-2.5426, -3.4934, 1.4427], [-1.2032, -2.9271, 0.4350], [-0.9510, -3.4927, -3.1304], [-0.7147, -2.3015, -2.1621], [-0.5294, -1.4245, -1.4282], [-1.8683, -4.1196, -2.6477], [0.0878, -4.1086, -3.1432], [-1.2263, -3.0048, -4.1992], [-0.8171, 1.6305, -1.6956], [-1.1917, 1.0440, -3.4093], [0.1981, 0.4112, -4.2191], [-1.5398, 1.9500, -3.8922], [-1.9676, 0.2955, -3.2948]]}

(3)
{"formula": "CH2O3S2", "method": "wB97M-V/def2-TZVPD", "homo_energy_ev": -9.474, "lumo_energy_ev": -2.1, "elements": ["C", "O", "O", "O", "S", "S", "H", "H"], "xyz": [[0.2219, 0.4199, 0.5359], [-1.8474, -0.7738, -1.7059], [0.1449, 0.4804, -0.8932], [-1.0058, 0.5589, 1.0297], [0.9144, -1.2543, 0.9381], [-1.4682, 0.4558, -1.1295], [0.9543, 1.1649, 0.8808], [2.0859, -1.0520, 0.3441]]}

(4)
{"formula": "C20H13NO3S", "method": "wB97M-V/def2-TZVPD", "smiles": "O=C1C=Cc2c/c(=C3\\N=C4c5ccccc5CC[C@@H]4S3)c(=O)oc2=C1", "homo_energy_ev": -7.839, "lumo_energy_ev": -1.5, "elements": ["O", "O", "N", "O", "S", "C", "C", "C", "C", "C", "C", "C", "C", "C", "C", "C", "C", "C", "C", "C", "C", "C", "C", "C", "C", "H", "H", "H", "H", "H", "H", "H", "H", "H", "H", "H", "H", "H"], "xyz": [[-2.3031, -3.5902, 6.4970], [3.1687, -0.5942, 3.5948], [0.7805, 0.9256, 0.3907], [1.4485, -2.0479, 4.0380], [3.2295, 0.0111, 0.5506], [-1.8540, -2.8487, 5.6204], [2.0114, -0.9851, 3.3995], [1.3615, 1.3503, -0.6973], [-2.7025, -1.8685, 4.9754], [-2.2267, -1.0077, 4.0068], [-0.4344, -2.8600, 5.2561], [0.1066, -1.9915, 4.3291], [-0.8094, -0.9870, 3.6717], [-0.2512, -0.0553, 2.7966], [1.6158, 0.2498, 1.2504], [1.1556, -0.2320, 2.4499], [-1.2672, 3.1916, -2.7211], [-0.5211, 3.5839, -3.8579], [-0.6575, 2.4359, -1.7094], [0.7822, 3.1675, -3.9728], [0.6931, 2.0512, -1.8016], [1.3964, 2.4009, -2.9708], [2.8410, 1.1771, -0.8202], [2.8577, 2.0543, -3.1289], [3.2686, 0.8868, -2.2646], [-3.7797, -1.9329, 5.2295], [-2.8732, -0.2767, 3.5087], [0.1723, -3.5971, 5.7277], [-0.8675, 0.6245, 2.2691], [-2.3017, 3.5207, -2.6152], [-0.9676, 4.1822, -4.6673], [-1.2213, 2.1345, -0.8272], [1.3395, 3.4347, -4.8460], [3.2734, 2.1356, -0.5549], [3.4396, 2.9201, -2.8759], [3.0610, 1.8766, -4.1979], [4.3426, 0.7025, -2.2400], [2.8013, -0.0338, -2.6844]]}

(5)
{"formula": "C4H9N2", "method": "wB97M-V/def2-TZVPD", "total_charge": 1, "homo_energy_ev": -14.093, "lumo_energy_ev": -4.5, "elements": ["C", "C", "C", "C", "N", "N", "H", "H", "H", "H", "H", "H", "H", "H", "H"], "xyz": [[-0.8133, -1.6767, 1.7861], [-1.1134, -0.5315, 0.8726], [0.5881, -1.6120, 1.1989], [0.6665, 2.8402, -2.2248], [0.5405, 1.6482, -1.7797], [0.0388, -0.5611, 0.2854], [-1.5468, -2.5338, 1.8076], [-1.9205, -0.0337, 0.5438], [1.3898, -1.2321, 1.8338], [0.8841, -2.6002, 0.7180], [0.1714, 3.1125, -3.2148], [1.2888, 3.4875, -1.7568], [-0.6936, -1.3523, 2.7346], [-0.0308, 0.9815, -2.3346], [0.5505, 0.0635, -0.4701]]}

(6)
{"formula": "C2H4HgNaO2", "method": "wB97M-V/def2-TZVPD", "spin_multiplicity": 3, "s2": 2.011, "total_charge": 1, "homo_energy_ev": [-11.318, -13.751], "lumo_energy_ev": [-4.0, -4.8], "elements": ["O", "Na", "Hg", "C", "C", "O", "H", "H", "H", "H"], "xyz": [[-0.0130, -3.2571, -2.1108], [-0.2982, -5.2562, -2.9035], [0.2857, -1.2302, -1.1294], [-0.1306, 1.9055, 0.2464], [0.0840, 0.9278, 1.5564], [0.5378, 0.6838, 0.2635], [-1.0631, 1.8841, -0.3195], [0.5084, 2.7893, 0.2342], [0.8668, 1.1990, 2.2659], [-0.7778, 0.3541, 1.8969]]}